Entry 1:
C166H100O34 | ωB97M-V/def2-TZVPD

Cartesian coordinates (Å):
O: -6.0307 -5.1400 4.6507
O: -7.9943 4.6846 -0.9425
O: 6.4664 5.8248 -3.2550
O: 0.1088 2.5248 -5.3605
O: 7.7743 1.5264 -2.1239
O: -3.9841 5.4447 -6.8483
O: 0.4331 0.2448 1.2478
O: -7.5527 -1.6162 2.0228
O: -0.9907 -7.6836 -3.6868
O: -3.8922 -3.6573 -1.9124
O: 2.4329 5.0654 2.0011
O: 5.2086 -8.2109 -2.3461
O: 5.7027 4.7911 1.6225
O: -2.2514 -1.5014 8.7834
O: -6.5304 -6.4109 0.1325
O: -3.8530 1.4544 -2.2278
O: -2.1870 2.1718 0.6008
O: 0.0380 -3.9852 4.5942
O: 2.3533 -1.9954 -2.0083
O: -5.4182 1.1111 -5.5218
O: 0.1525 -7.5485 -0.8434
O: 5.3239 -5.8782 0.1622
O: -5.0032 -4.0814 -4.8688
O: 4.0146 7.5741 6.1959
O: 3.5700 -5.1380 -4.6515
O: 5.6027 -2.3602 0.8395
O: -1.7091 7.3498 4.4013
O: -3.0519 -2.6767 0.9852
O: 7.1647 1.8110 3.7282
O: 1.7070 4.2735 -1.5588
O: -5.1363 6.3970 1.8231
O: -1.6322 -0.9499 -3.4215
O: 3.2596 2.4428 4.9796
O: 4.3639 -1.6368 -8.6552
C: 4.7309 -4.9389 -0.3362
C: -6.7915 -5.3246 0.5907
C: 2.5951 9.2215 2.9317
C: 6.8414 -5.0663 -8.2838
C: -3.3056 3.4390 -6.0230
C: 5.4310 5.3191 -2.7712
C: -2.6082 -5.5057 1.2277
C: 0.9323 -4.0557 1.4047
C: 4.1975 -2.4408 -7.7718
C: 3.5774 1.3579 0.5104
C: -3.0768 5.6525 1.0803
C: -4.6065 3.7471 -1.9861
C: 3.5104 3.7881 -3.0618
C: 2.6005 -3.6238 -0.3064
C: 8.0068 5.6193 0.3255
C: 3.4665 -4.5054 0.2776
C: 7.6033 0.2856 1.9875
C: -3.0882 -4.1503 8.2532
C: -3.6392 -5.3427 7.7988
C: 1.1863 -1.6625 -4.8308
C: 6.8077 0.8441 3.0812
C: 3.2570 -9.1452 -1.1469
C: -0.9912 4.7772 0.2406
C: -1.6010 -6.7082 -3.3139
C: -6.2743 3.8812 2.1474
C: 5.0132 5.4306 5.8337
C: 4.7554 -4.5641 -6.5150
C: -7.5413 -5.1955 1.8412
C: 4.0361 -8.1547 -2.0090
C: -7.0673 3.9761 -1.2761
C: 3.8443 6.3901 5.8971
C: 0.4094 4.6753 3.0412
C: -4.6307 -1.2086 5.5443
C: -0.7153 6.7783 4.0532
C: -1.0995 -5.3005 -3.3430
C: 9.7363 5.1610 -1.3153
C: 1.3371 -0.1908 5.5738
C: -1.4321 -0.3317 -2.3728
C: -3.4987 -7.6359 2.1626
C: 7.3681 4.3991 0.0687
C: -3.0764 4.6502 -6.8500
C: 6.0535 -3.9054 -8.4826
C: -2.2120 -3.4642 7.4175
C: -6.1513 -0.8196 -4.3041
C: 0.8009 0.4723 6.6715
C: -3.4960 -4.7743 1.9930
C: -4.0972 -2.1041 -5.7281
C: 3.6867 -4.3007 -5.5522
C: 0.8978 -1.4434 5.1570
C: -2.9081 -6.9477 -2.5435
C: -4.3687 -6.8579 2.9315
C: 5.1895 -4.1926 -1.5307
C: -4.4597 5.4446 1.5394
C: -2.8115 3.1522 0.7951
C: 4.9305 -2.4513 -3.2202
C: -3.3590 4.3145 -2.1191
C: -0.2693 -0.0920 7.3418
C: 6.1384 4.0833 0.7417
C: -1.6426 -4.0592 6.3162
C: 1.3589 -0.8412 -5.9274
C: -2.1588 -5.3297 5.9332
C: -6.0674 1.6854 -1.4462
C: 4.7322 4.1385 -3.3350
C: -1.5224 2.9386 4.1865
C: 1.8250 -4.9321 1.9951
C: -3.1544 -4.5801 -2.1486
C: 4.8538 4.2212 5.3126
C: 0.4795 8.9834 3.9960
C: -0.1014 -2.0314 5.9373
C: 1.5370 9.7742 3.5905
C: -7.2271 2.4322 -1.2046
C: 4.9464 -3.7512 -7.6777
C: -4.3420 -5.4937 2.9511
C: 2.2907 4.5292 5.5738
C: 7.2516 2.3780 -1.4240
C: 2.5320 7.8691 2.5797
C: -2.0460 -0.8181 -1.1002
C: 1.9651 -9.0096 -0.8761
C: -0.4789 6.0262 0.1054
C: -3.8276 -1.2077 3.2677
C: 1.9347 -2.7349 -4.7372
C: 5.2375 0.9962 -1.2407
C: -1.7022 4.7648 -7.5556
C: 4.3851 -3.1630 -2.0533
C: -4.4368 6.4706 -1.9027
C: 6.9644 -3.6833 -3.0385
C: 1.2168 -7.8114 -1.3244
C: -5.0121 4.0666 1.5694
C: -2.2872 2.7971 -5.4600
C: 7.9164 3.6379 -1.0122
C: -0.5712 0.7930 -2.2006
C: -5.0327 -2.8390 -4.9126
C: -1.3967 -0.6458 0.0590
C: 3.4063 5.8233 -1.5391
C: -5.6289 5.8948 -1.5545
C: -0.5236 -3.3925 5.5037
C: 1.3604 -3.3258 0.3164
C: 4.0154 0.6973 -0.6093
C: 2.7460 4.6116 -2.0698
C: -0.6076 5.2576 3.8323
C: 9.1707 5.9446 -0.3456
C: -2.5164 6.9055 1.0600
C: -6.2018 0.3210 -1.2998
C: -0.8548 3.1136 -5.8283
C: -0.6805 4.1169 -6.9224
C: 6.4582 -4.4511 -2.0211
C: 0.4556 7.5976 3.6877
C: -0.6984 -1.4042 7.0020
C: -4.0619 -2.5727 3.0867
C: 3.2606 -7.0123 -2.4238
C: -7.9155 -3.9726 2.2956
C: -5.1505 -4.6973 4.0050
C: -6.7598 2.5807 2.2134
C: 4.7229 6.0638 -1.6977
C: 0.4699 3.3069 2.9029
C: 3.4500 3.6100 5.1807
C: -5.9139 1.4995 1.9064
C: 1.9401 -6.8765 -2.1983
C: 2.9167 -3.0562 -5.6563
C: 3.0551 -2.8839 -1.5246
C: -4.1978 -0.5126 4.4707
C: -3.5812 -5.8940 -2.0401
C: -4.8992 -2.6271 5.4075
C: -1.7701 -2.1012 7.8184
C: -7.3518 -2.7654 1.6395
C: 1.5123 6.9862 2.9144
C: 9.1479 3.9720 -1.6211
C: -4.6226 -3.2593 4.1775
C: -6.5411 -2.9157 0.4644
C: 5.9997 -1.4666 1.5940
C: -6.3168 -4.1019 -0.1196
C: -8.5818 0.5412 -0.8675
C: -3.1193 -5.9680 6.6761
C: 4.2138 2.5423 0.8771
C: -7.4439 -0.2688 -1.0447
C: -5.3378 -0.0815 -5.3312
C: -5.7486 4.5290 -1.6608
C: 2.4720 5.7730 5.9349
C: -1.2005 7.1074 0.6404
C: 3.1005 -5.1451 1.4450
C: -1.4933 4.3504 4.4007
C: -8.4436 1.9126 -0.8671
C: 5.3622 2.9269 0.1960
C: -4.2279 -0.7800 -5.9007
C: 0.0295 1.0976 -1.0199
C: 5.6032 -5.6739 -6.3094
C: 6.5346 -5.9957 -7.3002
C: -2.2752 4.5499 0.7627
C: -2.6499 -6.9052 1.3208
C: -4.7578 2.2405 -1.9829
C: -3.5128 -3.3161 1.9151
C: 5.9272 2.1013 -0.7878
C: 6.1950 -2.7151 -3.7207
C: -3.3304 5.7215 -2.2472
C: 7.2802 -0.8365 1.3419
C: -1.7716 -4.3621 -2.7062
C: 2.3863 -0.9916 -6.7928
C: 3.2146 -2.1549 -6.6683
C: -0.5410 2.5034 3.3629
C: -4.2641 2.9907 1.1778
C: 5.0938 -0.9107 2.6120
C: 1.4758 5.5377 2.5893
C: -4.6147 1.6937 1.4277
C: 5.4896 0.1406 3.3441
C: -6.0147 -2.1020 -4.0422
C: -0.2219 0.2711 0.2042
H: 8.4756 0.9128 1.6714
H: 7.9363 -1.1708 0.4841
H: 1.5057 -1.8941 4.3764
H: -1.8517 -5.0415 0.5493
H: -7.6271 -1.2942 -1.0781
H: -4.3053 7.5687 -1.8785
H: -0.7261 8.1072 0.6605
H: 1.3744 -9.6753 -0.2739
H: -3.6201 -0.2758 -6.7083
H: 5.4516 3.4823 -3.9083
H: -1.4362 -3.3595 -2.8937
H: -2.4024 6.2499 -2.3767
H: -0.7380 0.4927 8.0927
H: -0.4464 9.4000 4.4000
H: 4.7618 0.6519 4.0216
H: -6.8860 4.7125 2.5699
H: -4.9916 -7.4297 3.6485
H: -3.4004 -6.9851 6.3872
H: -6.2020 -1.9773 0.0978
H: 2.5259 -0.2965 -7.6208
H: -4.9040 -0.6723 6.4319
H: 5.5849 3.4932 5.1475
H: -7.9780 -6.1638 2.1290
H: 3.4270 -0.0833 -0.9712
H: 3.3730 9.8093 2.4742
H: 1.7592 -3.4275 -3.8820
H: 1.6018 10.8269 3.7981
H: 2.5986 1.0748 0.8563
H: -5.8964 -4.2553 -1.0526
H: 5.6524 0.5117 -2.0924
H: 7.7322 -5.2814 -8.8849
H: -5.3553 -0.3687 -1.4483
H: -0.5675 1.4628 3.1663
H: -3.5253 -0.7200 2.3716
H: -7.7396 2.2664 2.5308
H: 5.2700 6.9205 -1.3135
H: 2.0041 0.3697 4.9201
H: -2.9253 -1.4234 -1.2169
H: -2.3447 2.3323 4.5547
H: -6.4194 0.5625 1.9948
H: 3.3190 7.3870 2.1200
H: -0.1901 -5.1595 -3.8686
H: 10.5648 5.5685 -1.9070
H: 1.6538 6.3630 6.3168
H: -2.3468 4.8486 4.9382
H: 0.7815 -2.5101 -0.0927
H: 0.5093 6.0935 -0.2688
H: -1.7616 -5.8340 5.0797
H: -3.4418 -8.6807 2.2909
H: -9.2967 2.6289 -0.6993
H: 1.2106 1.4835 6.9419
H: -0.1602 1.3220 -3.0727
H: 3.8150 3.0592 1.7580
H: 0.6490 1.9895 -0.8665
H: -9.5386 0.1397 -0.7873
H: 8.0182 -3.8689 -3.4268
H: -6.8676 -0.1760 -3.7511
H: 6.5814 -2.1960 -4.5772
H: 1.2383 2.8548 2.2969
H: -3.2751 -7.9190 -2.4353
H: -4.0960 0.5645 4.4670
H: -2.4779 3.7161 -2.2924
H: -8.5288 -3.9582 3.2094
H: 4.1642 -1.4322 2.7446
H: 3.0216 2.8782 -3.3961
H: 0.3467 -1.5089 -4.1763
H: 7.6392 6.1720 1.2218
H: -3.8521 0.9227 1.2108
H: 0.7067 0.0256 -5.9773
H: 9.5903 6.9773 -0.2093
H: -6.5008 6.5455 -1.3739
H: -1.9208 -7.5110 0.7541
H: 6.2464 -3.1127 -9.2439
H: 5.4656 -6.3614 -5.4872
H: 3.7198 -6.3069 -3.0644
H: -4.4516 -5.7905 8.3265
H: -1.7094 -1.1502 0.9848
H: 7.0980 -6.9026 -7.2074
H: -4.3189 3.3476 -5.6860
H: 1.5121 -5.5490 2.8728
H: -2.3615 2.0208 -4.6579
H: -6.4909 -2.5604 -3.2351
H: 0.2978 4.1300 -7.3584
H: 6.9695 -5.3847 -1.6555
H: -3.0206 7.8264 1.3239
H: 2.8312 6.4621 -0.9081
H: -1.7027 5.5581 -8.3361
H: 3.8765 -10.0756 -0.9918
H: 6.0278 5.7850 5.9801
H: -0.0310 -3.8009 1.8551
H: -4.4560 -6.0272 -1.4041
H: -3.2625 -2.7039 -6.1148
H: 1.3973 -6.0116 -2.5581
H: -5.4618 -3.1280 6.1783
H: 3.7079 -5.9100 1.9112
H: 9.5048 3.2178 -2.3171
H: -3.4727 -3.5516 9.1063
H: 4.2367 -1.6798 -3.6432
H: -0.5485 3.8920 -0.1107
H: 1.3313 3.9840 5.7460

Atoms 1-2, force components in eV/Å:
-1.6 -1.0 1.2
0.4 0.0 -0.3

The HOMO energy comes out at -9.344 eV. The calculated total energy comes out at -8943.65287 Eh. The calculation puts the energy above the lowest of the compared OMol25 structures with the same formula, charge and spin at 0.0 kcal per mole.

These are the Mulliken partial charges, in e, on atoms 1 to 5: number 1, O, carries -0.646; number 2, O, carries -0.694; number 3, O, carries -0.638; number 4, O, carries -0.345; number 5, O, carries -0.708

Entry 2:
C18H45AsN5S3Si2Zr | ωB97M-V/def2-TZVPD

Cartesian coordinates (Å):
Zr: -0.4624 -0.0443 0.8283
As: 0.1379 -0.6058 -1.6606
S: -2.6006 1.1604 1.2646
S: 0.3892 -3.2627 0.6859
S: -1.3140 -1.5643 2.6335
Si: 0.8936 0.9550 -3.2430
Si: -2.1788 -0.5824 -2.0959
N: 1.7284 -3.5844 -1.5851
N: 0.1321 1.2644 2.7722
N: 0.8377 1.9879 0.3349
N: 2.7184 -4.4727 0.2756
N: 1.7741 -0.4298 1.4257
C: -3.8341 1.5784 3.7092
C: 2.6882 1.3663 -2.8829
C: -2.9081 0.6638 2.9406
C: 2.2713 1.8760 0.6927
C: -2.7154 -0.8463 4.9191
C: 0.8605 0.0527 -4.8727
C: 1.3258 0.7902 3.5218
C: -2.5788 -1.2608 -3.7856
C: 1.9304 -0.4608 2.8944
C: -2.8637 -1.7371 -0.7880
C: 0.0896 2.7350 2.5495
C: 2.8088 -3.9912 -2.4661
C: 0.1789 3.0944 1.0604
C: 1.6877 -3.8041 -0.2788
C: 2.7314 0.4295 0.7063
C: -2.3871 -0.4489 3.4953
C: -2.9163 1.1478 -2.0372
C: -0.0440 2.5654 -3.3821
H: 0.7108 4.0406 0.9314
H: 2.7908 0.0633 -0.3173
H: -3.7943 -0.9024 5.0707
H: -2.6683 -2.7716 -1.0812
H: 3.2560 0.4696 -2.6202
H: 3.1359 1.7866 -3.7890
H: -0.7062 0.9931 3.2866
H: 3.7279 0.3655 1.1519
H: 1.1517 0.7078 -5.6986
H: 0.5167 3.2490 -4.0269
H: 1.0047 -2.9677 -1.9388
H: -0.8188 3.2087 0.6477
H: 2.9829 -0.5487 3.1766
H: -2.2929 -1.8200 5.1526
H: -0.8369 3.1419 2.9485
H: 2.8878 2.4393 -0.0077
H: -0.2032 3.0649 -2.4215
H: 1.8657 -1.3921 1.0957
H: -3.9390 -1.5972 -0.6506
H: -4.4121 2.1989 3.0275
H: 1.0676 0.5811 4.5596
H: -2.4083 -1.6127 0.2019
H: 1.5619 -0.7850 -4.8338
H: -4.5295 1.0098 4.3264
H: 3.7645 -3.5680 -2.1498
H: 2.8938 -5.0782 -2.5109
H: -2.3242 -0.1242 5.6400
H: 2.5883 -3.6317 -3.4670
H: 1.4044 -1.3444 3.2438
H: -3.0813 1.5070 -3.0559
H: -2.2756 1.8725 -1.5336
H: -2.0373 -2.1874 -3.9887
H: -3.6514 -1.4652 -3.8573
H: -1.0269 2.4075 -3.8301
H: 2.0602 1.5928 3.5372
H: -0.1296 -0.3541 -5.0868
H: 0.7661 2.1634 -0.6622
H: -2.3232 -0.5362 -4.5629
H: 2.4181 2.3349 1.6671
H: 2.5859 -4.7873 1.2226
H: 3.3677 -4.9881 -0.2953
H: 2.8210 2.1062 -2.0894
H: -3.8793 1.1442 -1.5216
H: -3.2797 2.2457 4.3755
H: 0.9071 3.1963 3.1020

Atoms 1-2, force components in eV/Å:
0.6 0.1 0.9
0.0 0.2 -1.0

The HOMO energy comes out at -10.002 eV. As for the total charge: +1. The calculated total energy comes out at -5043.01824 Eh. The calculation puts the energy above the lowest of the compared OMol25 structures with the same formula, charge and spin at 19.0 kcal per mole.

These are the Mulliken partial charges, in e, on atoms 1 to 5: number 1, Zr, carries -1.017; number 2, As, carries 0.321; number 3, S, carries -0.292; number 4, S, carries -0.246; number 5, S, carries -0.289

Entry 3:
C3H4N4O | ωB97M-V/def2-TZVPD

Cartesian coordinates (Å):
O: -0.3536 1.9347 -0.5086
N: 0.6998 -1.1229 0.9217
N: -3.5519 -0.4049 -0.0316
N: 1.6792 -0.9107 0.0602
N: -4.2361 0.3456 -0.4494
C: -0.2079 -0.0811 0.9505
C: 1.4331 0.2412 -0.6448
C: 0.2459 0.7176 -0.2278
H: 1.8101 0.4152 -1.6780
H: 0.8122 -1.8306 1.4137
H: -0.8363 2.1478 0.3111
H: 2.5053 -1.4517 -0.1170

Atoms 1-2, force components in eV/Å:
0.3 -0.9 0.1
-2.5 9.7 -4.8

The HOMO energy comes out at -8.477 eV. The calculated total energy comes out at -410.87683 Eh. The calculation puts the energy above the lowest of the compared OMol25 structures with the same formula, charge and spin at 79.4 kcal per mole.

These are the Mulliken partial charges, in e, on atoms 1 to 5: number 1, O, carries -0.516; number 2, N, carries 0.152; number 3, N, carries 0.096; number 4, N, carries -0.057; number 5, N, carries -0.097

Entry 4:
C15H21Br3IN3O6P | ωB97M-V/def2-TZVPD

Cartesian coordinates (Å):
I: 4.2321 3.8030 1.1118
Br: -5.4141 -2.0174 -0.4230
Br: -5.6227 -4.4077 -2.5139
Br: -7.3498 -4.4885 0.1615
P: 3.4139 -1.0304 -0.0079
O: -3.3966 1.5175 0.5527
O: -3.0112 -0.6846 0.2662
O: 2.2180 1.8210 1.9048
O: -3.6620 -0.0959 -1.8054
O: -1.1566 4.1517 -0.5355
O: -0.7411 2.5635 0.9785
N: -0.0249 0.8241 -1.0598
N: 0.7678 -1.1703 -0.8617
N: 0.8705 -2.5591 -0.8952
C: -0.3154 -0.4696 -1.1821
C: 4.7944 0.1695 -0.2871
C: 2.6167 2.4050 0.9532
C: 1.3015 0.9494 -0.6437
C: -5.7117 -3.9096 -0.6578
C: -0.9422 1.9258 -1.3555
C: 5.7468 0.3168 0.9112
C: -2.8468 -0.5869 -1.0767
C: 1.8118 -0.3048 -0.5041
C: 3.2862 -1.2663 1.8141
C: -4.8600 0.2016 1.8179
C: -1.5654 -1.1648 -1.6302
C: -0.9711 2.9956 -0.2760
C: 2.0036 2.2538 -0.4337
C: -3.7479 0.4089 0.8290
H: -0.4333 3.3234 1.4967
H: -0.6104 2.4112 -2.2744
H: -4.9047 -4.4198 -0.1522
H: -1.9694 1.5971 -1.4978
H: 2.7847 2.3473 -1.1931
H: 4.4851 1.1589 -0.6294
H: 1.3579 3.1223 -0.5824
H: 1.5405 -2.8143 -1.6142
H: -5.5980 0.9865 1.6759
H: 5.2339 0.6578 1.8123
H: 4.1484 -1.8718 2.0983
H: 3.3525 -0.3343 2.3754
H: 1.2139 -2.8778 0.0032
H: -5.3509 -0.7603 1.7554
H: -4.3871 0.2671 2.8020
H: 2.3581 -1.7766 2.0729
H: 6.2781 -0.6090 1.1292
H: 6.4545 1.1105 0.6651
H: 5.3868 -0.2554 -1.1006
H: -1.5954 -1.2176 -2.7187
H: -1.4691 -2.1964 -1.2751

Atoms 1-2, force components in eV/Å:
-0.2 0.0 -0.1
-0.9 -1.1 -0.4

The HOMO energy comes out at -11.730 eV. As for the total charge: +1. The calculated total energy comes out at -9560.73568 Eh.

These are the Mulliken partial charges, in e, on atoms 1 to 5: number 1, I, carries 0.126; number 2, Br, carries 0.068; number 3, Br, carries -0.020; number 4, Br, carries -0.020; number 5, P, carries -0.118

Entry 5:
C6H12N4 | ωB97M-V/def2-TZVPD

Cartesian coordinates (Å):
N: 1.5915 1.1262 0.9331
N: 0.9698 0.0302 0.6224
N: 3.1549 0.0733 -0.3313
N: 4.4437 0.0533 -0.8013
C: -2.0981 1.1796 -0.5238
C: 2.2443 -0.8357 -0.4144
C: 2.7013 1.2252 0.4503
C: -0.3492 -0.5619 0.8231
C: -1.2863 -0.1466 -0.3790
C: -2.8351 -0.3886 -0.3103
H: 3.3123 2.1210 0.5743
H: -3.2034 0.9369 -0.3303
H: -3.5042 -0.7324 -1.1660
H: -0.6485 -0.2444 1.8004
H: 4.5807 -0.5998 -1.5812
H: 2.0682 -1.8840 -0.5575
H: -0.9219 -0.5144 -1.2433
H: -1.9309 1.2590 -1.5986
H: -0.1209 -1.6876 0.7814
H: -1.9501 2.0489 0.0709
H: -3.2753 -0.8081 0.6038
H: 5.1821 0.6282 -0.4146

Atoms 1-2, force components in eV/Å:
-5.2 -0.7 1.5
4.4 -3.3 -3.5

The HOMO energy comes out at -17.217 eV. As for the total charge: +2. The calculated total energy comes out at -453.94676 Eh. The calculation puts the energy above the lowest of the compared OMol25 structures with the same formula, charge and spin at 153.2 kcal per mole.

These are the Mulliken partial charges, in e, on atoms 1 to 5: number 1, N, carries -0.500; number 2, N, carries 0.398; number 3, N, carries 0.530; number 4, N, carries -0.859; number 5, C, carries -0.354